Computed, not measured: a 23-piece molecular cluster, C55H165N27O23 overall at a distorted geometry, with ωB97M-V/def2-TZVPD.

CARTESIAN COORDINATES (ANGSTROEM)
O 1.655 -3.518 4.455
O 4.702 -1.378 1.404
O -6.596 6.391 3.533
O -8.666 2.694 0.452
O 2.232 -0.291 9.030
O 3.037 -4.296 -2.573
O 5.379 -5.498 0.477
O 0.120 3.005 -7.874
O -1.871 3.035 1.079
O 2.767 0.239 -4.707
O -5.364 5.981 -1.084
O -3.687 -6.121 5.282
O 4.558 4.667 3.373
O -4.270 -1.640 3.363
O 1.082 -0.958 0.208
O 2.537 1.363 -2.352
O -1.547 -3.410 1.963
O -0.388 -6.793 -0.478
O -1.599 -3.656 -4.062
O -5.369 -0.392 -3.181
O 5.927 2.098 -1.048
O -1.695 2.426 3.998
O 7.344 1.952 -7.468
N 6.193 1.010 0.790
N -3.786 5.570 1.125
N -1.757 3.673 5.827
N 4.980 0.851 -6.258
N 3.162 -2.240 -1.699
N 1.120 -4.830 6.190
N -3.810 0.404 3.853
N -2.197 1.493 -8.471
N 4.464 -2.478 3.340
N 8.156 -7.380 -1.132
N 2.778 -2.161 2.251
N 4.153 1.019 -0.143
N -3.123 1.155 -0.531
N -0.481 -1.392 6.465
N 2.304 2.949 2.470
N -0.158 -4.883 4.442
N -3.486 -3.064 1.104
N 0.955 -6.042 -3.030
N 1.685 -3.632 -0.912
N -5.175 2.494 1.164
N -3.522 -3.976 4.839
N -1.081 -0.634 0.427
N -2.499 -4.969 0.602
N -2.169 -0.891 3.447
N -0.033 0.507 -1.048
N -4.330 -5.265 3.328
N 0.046 3.725 4.715
C -4.588 -0.238 -2.005
C -4.859 4.909 -1.806
C -0.644 -4.173 -3.232
C 2.960 1.335 4.070
C 7.435 1.410 -6.152
C -5.896 6.547 2.289
C -6.425 2.062 0.621
C 4.063 -1.896 2.275
C 7.172 -6.280 -1.011
C 5.444 1.396 -0.170
C 0.944 -4.342 4.992
C 6.054 0.893 -4.115
C -2.209 -2.508 -3.572
C -0.562 -0.108 -8.172
C 5.761 5.223 2.856
C -2.843 1.477 -3.128
C 0.080 -0.379 -0.096
C 2.645 -3.408 -1.810
C -2.452 -3.817 1.272
C 0.922 -6.250 1.397
C 0.161 0.869 6.760
C -3.489 -0.774 3.596
C 8.614 1.977 -8.062
C -3.948 -5.160 4.595
C -7.816 7.132 3.602
C 6.047 1.530 -5.511
C 4.667 -5.565 1.695
C -0.485 3.522 0.817
C -1.377 0.986 -7.420
C 1.055 3.893 -7.322
C 0.075 -5.351 -3.950
C -6.415 0.571 -3.391
C 1.729 3.335 -3.492
C -4.574 5.677 2.397
C 2.263 -0.870 -5.382
C 2.586 -0.608 10.343
C 4.538 3.272 3.567
C 0.840 -0.803 8.618
C -3.681 6.190 3.597
C 6.478 -6.451 0.391
C 3.130 2.761 3.680
C -1.132 3.167 4.810
C -6.853 0.702 1.282
C -9.793 3.416 0.918
C -0.994 -6.404 -4.432
C 0.587 -0.514 7.060
C -0.436 4.523 -0.351
C 2.749 2.812 -2.441
C -3.682 5.510 -2.638
C -0.530 2.161 -6.872
C 0.840 -1.140 -4.757
C -7.476 3.123 1.045
C -3.735 1.076 -1.911
C 6.147 -6.596 -2.152
C 0.798 -7.089 0.134
H -4.265 6.147 4.517
H -10.614 2.922 0.398
H 1.644 -5.321 -2.871
H 7.149 1.316 0.676
H -3.923 -4.498 2.813
H 0.663 -5.198 1.276
H -4.620 4.034 -1.200
H 1.801 3.304 -6.787
H -4.546 1.796 -1.803
H -4.708 0.485 4.308
H -3.696 -2.331 1.766
H -2.718 3.385 5.937
H -2.871 5.464 3.668
H 8.130 1.890 -5.463
H 0.289 1.755 -6.278
H -1.712 -6.409 -3.612
H 1.828 -6.438 1.973
H -1.567 -1.868 -2.967
H 0.237 -0.245 -4.912
H -3.347 4.787 -3.382
H -2.540 2.393 -8.166
H 2.359 -2.711 2.987
H -5.746 7.611 2.104
H 4.840 2.980 4.572
H 3.517 0.620 -5.170
H 0.162 -0.471 9.405
H 0.561 -5.028 -4.871
H 0.215 -3.535 -3.023
H -2.002 0.524 -6.655
H 3.837 -3.081 3.853
H 5.122 1.001 -7.246
H -0.943 5.462 -0.127
H 1.505 -6.665 -3.604
H -3.149 -5.152 -0.149
H 3.509 -0.122 10.661
H -0.984 4.146 -1.214
H -0.989 -4.426 -2.229
H 1.835 -4.492 6.817
H 6.110 -0.196 -4.114
H 0.677 -8.136 0.411
H -0.825 1.098 -1.253
H -5.223 2.430 2.170
H -4.169 -3.279 0.391
H 4.028 -1.914 -2.104
H 5.797 2.591 -5.488
H -5.708 4.609 -2.421
H -6.101 -0.086 1.258
H 3.881 -4.812 1.658
H 0.393 -2.060 -5.133
H 0.339 -5.428 6.423
H -7.740 0.354 0.753
H 0.658 4.596 -6.590
H 6.567 -6.734 -3.148
H 0.632 4.669 -0.516
H 5.091 -0.133 -6.059
H -3.133 1.142 3.724
H -0.750 -1.056 5.551
H 9.316 2.748 -7.743
H -7.051 0.922 2.332
H 8.347 2.052 -9.117
H -1.182 2.772 -6.247
H -8.629 6.732 2.996
H -2.135 0.652 -3.213
H -1.731 2.347 1.734
H 7.299 -6.393 1.105
H 0.911 -1.884 8.742
H 1.543 -0.715 6.575
H 2.574 0.898 -3.191
H -3.895 -1.073 -1.906
H 0.213 4.492 5.350
H -2.895 5.691 -1.906
H 1.827 2.728 -4.392
H 8.548 -7.572 -0.221
H -7.078 0.479 -2.531
H 5.076 2.665 2.838
H -1.212 -0.917 -8.506
H 6.281 -7.501 0.605
H 2.262 -0.730 -6.463
H -0.276 -6.605 -1.413
H -4.790 4.640 2.655
H -5.117 3.483 0.970
H 0.840 -1.349 -3.687
H 1.378 -4.593 -0.862
H -7.290 4.136 0.687
H -10.003 3.224 1.970
H 5.693 -7.580 -2.033
H -3.782 0.949 0.206
H -3.281 7.182 3.389
H -5.166 -0.331 -1.086
H 2.783 3.382 4.505
H 2.963 -1.671 -5.142
H 7.619 -5.286 -1.010
H 2.771 -1.679 10.427
H -7.671 8.176 3.326
H 2.165 -1.840 1.515
H 5.336 -5.891 -2.339
H -1.111 -1.448 1.025
H -8.110 7.227 4.647
H 5.297 -5.551 2.584
H -6.591 6.172 1.538
H -9.745 4.469 0.641
H -2.577 -1.813 -4.327
H -0.070 0.351 -9.029
H -3.145 4.791 1.163
H 2.236 3.938 2.279
H -1.748 -5.625 0.765
H -1.429 -6.125 -5.392
H -0.812 -5.543 4.838
H -3.072 -2.819 -2.983
H -3.528 1.549 -3.973
H 0.931 1.639 6.701
H -7.442 3.205 2.131
H -3.667 -3.191 4.219
H 6.008 0.239 1.416
H 9.104 1.011 -7.946
H 1.928 1.195 4.389
H 3.570 1.333 -0.905
H 1.758 -0.305 10.982
H 5.899 4.902 1.824
H 5.615 6.300 2.930
H -1.870 -0.169 0.002
H -4.086 6.390 -3.138
H -1.280 4.394 6.351
H 1.675 -6.948 -0.497
H 1.593 4.424 -8.106
H 3.657 1.065 4.863
H 7.682 -8.272 -1.163
H 4.096 0.209 0.458
H 4.053 -6.464 1.639
H -1.629 -1.619 3.004
H -4.928 6.063 -0.232
H 6.838 1.249 -3.447
H 0.709 3.454 4.003
H 5.109 1.216 -3.678
H -6.995 0.537 -4.313
H 3.185 0.679 3.228
H 2.578 2.449 1.636
H -0.492 0.930 5.890
H -1.597 1.754 -9.241
H -4.386 -6.206 2.966
H 0.780 0.810 -1.565
H 0.238 -0.562 -7.585
H -2.364 2.441 -2.955
H -0.030 -2.270 6.253
H -2.888 2.110 -0.296
H -0.429 1.169 7.627
H -6.006 1.578 -3.486
H -3.085 -3.836 5.738
H 2.006 4.360 -3.739
H 7.624 0.337 -6.192
H -6.284 1.986 -0.457
H 5.441 -2.322 3.544
H 0.080 -6.498 2.044
H -1.675 -0.041 3.681
H -0.445 -4.354 3.631
H 2.614 3.295 -1.473
H -0.486 -7.354 -4.597
H 0.188 2.676 0.683
H 1.333 -2.876 -0.341
H 2.707 -1.608 -1.056
H 6.646 4.963 3.436
H 3.755 3.073 -2.770
H 0.695 3.339 -3.149
H -0.297 4.103 1.720
H -3.251 6.378 0.842

Molecular weight (g/mol): 1573.09
Total energy (Eh): -5403.47152
Orbital gap (eV): 8.789
LUMO (eV): 0.00
E_HOMO (hartree): -0.32308

These are the Löwdin partial charges, in e, on atoms 1 to 99: 0.02 0.03 -0.21 -0.19 -0.23 -0.01 -0.17 -0.19 -0.15 -0.14 -0.11 0.01 -0.18 0.02 0.01 -0.16 0.01 -0.10 -0.15 -0.17 -0.01 -0.01 -0.18 0.17 0.05 0.18 0.05 0.22 0.18 0.21 0.02 0.18 0.01 0.19 0.19 0.03 0.06 0.06 0.19 0.19 0.05 0.20 0.05 0.18 0.20 0.21 0.21 0.21 0.17 0.21 -0.19 -0.33 -0.24 -0.05 -0.20 -0.16 -0.40 -0.79 -0.37 -0.77 -0.73 -0.05 -0.12 -0.05 -0.09 -0.02 -0.75 -0.73 -0.77 -0.09 -0.09 -0.79 -0.12 -0.79 -0.10 -0.40 -0.11 -0.24 -0.42 -0.12 -0.40 -0.08 -0.07 -0.33 -0.27 -0.15 -0.22 -0.08 -0.04 -0.20 -0.46 -0.75 -0.03 -0.10 -0.05 -0.39 -0.06 -0.23 -0.05